No. 1
This record from OMol25 describes an isolated ion of composition CH4NO2 and charge +1 in a non-equilibrium geometry. The level of theory is ωB97M-V with the def2-TZVPD basis set.

Calculated values
Spin multiplicity = 1
ΔE to the lowest compared entry with this formula, charge and spin = 661.43 kJ/mol
HOMO energy (alpha / beta) = -15.52 / -14.90 eV
Total charge = +1

```
8
CH4NO2 | OMol25 | ωB97M-V with the def2-TZVPD basis set
C 0.33250 -0.48728 0.25947
N -0.85815 0.27707 -0.04701
O 2.69318 -0.08137 -0.29936
O 1.36013 0.07738 -0.26097
H 0.27274 -1.39095 0.81813
H -1.62275 0.12009 0.55411
H -1.36860 0.17017 -1.02285
H -0.80905 1.31490 -0.00151
```

Population analysis type Löwdin, resulting atomic charges in e: number 1, C, carries -0.031; number 2, N, carries 0.233; number 3, O, carries 0.071; number 4, O, carries -0.043; number 5, H, carries 0.162; number 6, H, carries 0.153; number 7, H, carries 0.251; number 8, H, carries 0.204

***

No. 2
This record from OMol25 describes a 2-piece molecular cluster, CH4Cl2N2 overall in a non-equilibrium geometry. The level of theory is ωB97M-V with the def2-TZVPD basis set.

Calculated values
Spin multiplicity = 1
ΔE to the lowest compared entry with this formula, charge and spin = 189.46 kJ/mol
HOMO energy (alpha / beta) = -8.32 / -8.32 eV
Total charge = 0

```
9
CH4Cl2N2 | OMol25 | ωB97M-V with the def2-TZVPD basis set
C -0.40218 0.24580 -0.70132
N 1.49840 -0.52206 -0.45884
N -1.15455 0.28107 0.43456
Cl 1.53088 -0.85846 1.21091
Cl -1.85676 -1.11753 1.27430
H -0.80050 -0.52372 -1.41003
H -0.03571 1.23330 -0.92681
H 2.14428 0.22352 -0.49967
H -0.92385 1.03808 1.07690
```

Population analysis type Löwdin, resulting atomic charges in e: number 1, C, carries -0.173; number 2, N, carries -0.506; number 3, N, carries -0.493; number 4, Cl, carries 0.412; number 5, Cl, carries 0.550; number 6, H, carries 0.107; number 7, H, carries 0.090; number 8, H, carries -0.064; number 9, H, carries 0.078

***

No. 3
This record from OMol25 describes a 3-piece molecular cluster, C22H42F3N3O6S2 overall. The level of theory is ωB97M-V with the def2-TZVPD basis set.

Calculated values
SMILES = CCSC[C@](CCC(F)=C(F)F)(N=C=S)OC=O.COCCNCCOC.COCCNCCOC
Spin multiplicity = 1
HOMO energy = -8.50 eV
Total charge = 0

```
78
C22H42F3N3O6S2 | OMol25 | ωB97M-V with the def2-TZVPD basis set
C 7.18879 2.54423 4.87435
C 6.93515 3.52924 3.72164
S 6.31144 5.12451 4.31557
C 4.52815 5.14073 3.97983
C 3.67589 4.00399 4.58746
C 2.20148 4.40224 4.50086
C 1.18944 3.64483 5.40365
C 1.51097 2.22497 5.72600
F 1.98843 1.98971 6.97685
C 1.46213 1.18635 4.89700
F 2.29009 0.16183 4.98246
F 0.58090 1.02049 3.93412
N 4.08703 3.80487 5.97137
C 3.91884 4.64431 6.81705
S 3.72409 5.68263 7.95917
O 3.95763 2.75228 3.95669
C 3.66212 2.65272 2.63782
O 2.62608 2.20439 2.25429
H 8.05790 1.91870 4.68181
H 6.30383 1.94322 5.07115
H 7.38234 3.11984 5.77853
H 7.88606 3.73293 3.23242
H 6.27160 3.09096 2.98549
H 4.40140 5.16961 2.89613
H 4.17903 6.09802 4.36068
H 1.83627 4.37314 3.47629
H 2.16104 5.45005 4.80292
H 1.00148 4.18468 6.32999
H 0.23581 3.63783 4.86950
H 4.42394 2.97858 1.92007
C 1.29520 1.00938 -1.18883
O 1.88611 -0.17652 -0.69729
C 1.76589 -0.33836 0.71434
C 0.85372 -1.49870 1.04569
N -0.53108 -1.18816 0.71291
C -1.44201 -2.32401 0.79524
C -1.22699 -3.48450 -0.16967
O -1.47104 -3.16111 -1.52710
C -0.37180 -2.60199 -2.22580
H 1.55829 1.09276 -2.24240
H 0.20291 0.98994 -1.10308
H 1.67690 1.88877 -0.66126
H 1.42162 0.57686 1.18960
H 2.76584 -0.56059 1.09860
H 0.92262 -1.71411 2.11606
H 1.22236 -2.37734 0.49704
H -0.56352 -0.81757 -0.22794
H -2.45091 -1.93918 0.62538
H -1.42001 -2.71391 1.81793
H -1.95923 -4.25540 0.08585
H -0.23977 -3.94783 -0.05831
H 0.58309 -2.97645 -1.85027
H -0.37897 -1.50967 -2.18173
H -0.47124 -2.88563 -3.27464
C -5.81801 -1.27652 -3.18944
O -4.53698 -1.60099 -3.68610
C -4.13913 -2.95063 -3.44470
C -4.06418 -3.72283 -4.74294
N -5.38989 -3.95074 -5.30581
C -5.38781 -4.49250 -6.66039
C -4.80986 -3.62802 -7.77538
O -5.56204 -2.46287 -8.05444
C -5.25517 -1.33214 -7.26073
H -5.95496 -0.20337 -3.31460
H -6.61465 -1.79545 -3.73488
H -5.90257 -1.51613 -2.12484
H -4.80944 -3.44221 -2.73358
H -3.14546 -2.91937 -2.99789
H -3.58768 -4.68979 -4.55645
H -3.41995 -3.15134 -5.42626
H -5.89466 -3.07397 -5.31120
H -6.42640 -4.71130 -6.92080
H -4.85577 -5.44933 -6.65056
H -4.83706 -4.22321 -8.69216
H -3.75727 -3.37274 -7.60271
H -4.20483 -1.32001 -6.95848
H -5.88772 -1.27859 -6.37013
H -5.45566 -0.44468 -7.86156
```

Population analysis type Löwdin, resulting atomic charges in e: number 1, C, carries -0.155; number 2, C, carries -0.519; number 3, S, carries 0.895; number 4, C, carries -0.401; number 5, C, carries -0.507; number 6, C, carries -0.087; number 7, C, carries -0.081; number 8, C, carries -0.215; number 9, F, carries 0.064; number 10, C, carries -0.329; number 11, F, carries 0.155; number 12, F, carries 0.150; number 13, N, carries 0.144; number 14, C, carries -0.794; number 15, S, carries 0.780; number 16, O, carries -0.001; number 17, C, carries -0.295; number 18, O, carries 0.122; number 19, H, carries 0.067; number 20, H, carries 0.060; number 21, H, carries 0.057; number 22, H, carries 0.063; number 23, H, carries 0.045; number 24, H, carries 0.085; number 25, H, carries 0.082; number 26, H, carries 0.124; number 27, H, carries 0.120; number 28, H, carries 0.118; number 29, H, carries 0.128; number 30, H, carries 0.149; number 31, C, carries -0.113; number 32, O, carries -0.189; number 33, C, carries -0.222; number 34, C, carries -0.209; number 35, N, carries -0.046; number 36, C, carries -0.200; number 37, C, carries -0.219; number 38, O, carries -0.208; number 39, C, carries -0.091; number 40, H, carries 0.088; number 41, H, carries 0.081; number 42, H, carries 0.082; number 43, H, carries 0.090; number 44, H, carries 0.124; number 45, H, carries 0.122; number 46, H, carries 0.107; number 47, H, carries 0.070; number 48, H, carries 0.118; number 49, H, carries 0.118; number 50, H, carries 0.121; number 51, H, carries 0.112; number 52, H, carries 0.090; number 53, H, carries 0.076; number 54, H, carries 0.087; number 55, C, carries -0.122; number 56, O, carries -0.193; number 57, C, carries -0.205; number 58, C, carries -0.212; number 59, N, carries -0.051; number 60, C, carries -0.204; number 61, C, carries -0.231; number 62, O, carries -0.179; number 63, C, carries -0.101; number 64, H, carries 0.087; number 65, H, carries 0.079; number 66, H, carries 0.087; number 67, H, carries 0.127; number 68, H, carries 0.096; number 69, H, carries 0.125; number 70, H, carries 0.106; number 71, H, carries 0.069; number 72, H, carries 0.118; number 73, H, carries 0.117; number 74, H, carries 0.120; number 75, H, carries 0.110; number 76, H, carries 0.088; number 77, H, carries 0.072; number 78, H, carries 0.087

***

No. 4
This record from OMol25 describes C15H54CaO21P2S as an isolated structure in a non-equilibrium geometry. The level of theory is ωB97M-V with the def2-TZVPD basis set.

Calculated values
Spin multiplicity = 1
ΔE to the lowest compared entry with this formula, charge and spin = 78.01 kJ/mol
HOMO energy = -7.01 eV
Total charge = 0

```
94
C15H54CaO21P2S | OMol25 | ωB97M-V with the def2-TZVPD basis set
Ca -1.14054 -2.31711 -0.10211
S 1.90477 0.08611 -0.87882
O 1.87129 0.73258 -2.16431
O 1.79969 -1.38794 -1.07300
O 3.07802 0.44160 -0.07554
O 0.62105 0.32862 -0.25237
C 1.99463 4.81005 0.78415
O 2.80812 4.02445 1.58562
H 1.49974 5.62302 1.31546
H 2.55801 5.31734 0.00098
H 1.20309 4.21610 0.32723
H 2.98072 3.16505 1.19415
C -0.35883 3.80485 -5.23439
O -0.09341 3.97255 -3.86376
H 0.16345 2.87549 -5.46156
H -1.39091 3.64641 -5.54714
H 0.07533 4.60987 -5.82730
H 0.50717 3.30669 -3.52090
C 5.38585 -4.31259 -0.74128
O 4.71479 -3.95126 -1.94026
H 5.65017 -3.43457 -0.15195
H 4.74756 -4.95050 -0.12993
H 6.35656 -4.72645 -1.01430
H 4.00267 -3.37176 -1.65978
C 2.07207 -3.35772 3.10256
O 1.17793 -3.98657 2.20669
H 2.00063 -3.75432 4.11534
H 3.07886 -3.68552 2.84367
H 1.87703 -2.28532 3.10513
H 1.47984 -4.89373 2.11995
C 7.00512 2.52669 -1.12686
O 6.96789 1.07207 -1.14515
H 6.53961 2.93428 -0.22949
H 8.02139 2.91895 -1.16447
H 6.42873 2.72226 -2.03109
H 6.02697 0.88183 -1.15420
C -2.34800 -0.48719 -4.79901
O -1.68452 -0.52943 -3.57911
H -1.66509 -0.69696 -5.62226
H -3.21968 -1.14153 -4.78910
H -2.69305 0.53669 -4.94293
H -0.83737 -0.08014 -3.62470
C 0.30021 -5.47493 -3.17696
O -0.89195 -4.94494 -2.73795
H 0.09899 -6.41677 -3.68738
H 0.81154 -4.89276 -3.94359
H 0.96962 -5.65814 -2.33647
H -1.63264 -5.17233 -3.30476
C 6.53513 -0.42673 3.54714
O 5.33070 0.28545 3.37782
H 6.69042 -1.20437 2.79930
H 7.34734 0.24654 3.27306
H 6.70017 -0.77174 4.56785
H 4.94705 0.11279 2.51491
C 4.54929 -0.18046 -5.49035
O 3.13216 -0.24573 -5.60840
H 4.96280 0.67789 -6.01984
H 4.73431 -0.10344 -4.41894
H 5.02161 -1.11203 -5.80209
H 2.83758 0.10682 -4.76546
C -4.43044 2.18661 4.90772
O -3.62214 1.32204 4.10264
P -2.81507 0.04911 4.65989
O -2.28479 -0.87179 3.59360
O -1.67254 0.74508 5.57940
C -0.40999 1.29104 5.10253
O -3.81119 -0.56752 5.73197
C -3.29467 -1.50095 6.63709
H -4.45598 1.84122 5.94123
H -5.44090 2.36332 4.53915
H -3.88048 3.11512 4.75444
H -0.11509 2.21862 5.59317
H -0.53224 1.55049 4.05093
H 0.36660 0.53145 5.19212
H -2.33927 -1.88584 6.28044
H -3.96632 -2.35162 6.75248
H -3.26400 -1.11094 7.65447
C -7.49206 1.01908 -2.48853
O -6.41228 0.20892 -2.11813
P -5.86261 0.12313 -0.57850
O -4.63518 -0.63416 -0.28364
O -5.73288 1.70938 -0.17802
C -4.66348 2.50424 -0.68174
O -7.20162 -0.31484 0.23115
C -7.17864 -0.35957 1.66998
H -8.03291 0.52813 -3.29757
H -7.28181 2.06255 -2.72320
H -8.31052 1.06069 -1.76986
H -3.95220 1.90666 -1.25189
H -4.19665 3.10201 0.10111
H -5.05057 3.27038 -1.35351
H -6.39612 -1.03379 2.01810
H -8.13257 -0.78219 1.98543
H -7.11105 0.67585 2.00382
```

Population analysis type Löwdin, resulting atomic charges in e: number 1, Ca, carries 1.660; number 2, S, carries 0.094; number 3, O, carries -0.401; number 4, O, carries -0.502; number 5, O, carries -0.399; number 6, O, carries -0.480; number 7, C, carries -0.195; number 8, O, carries -0.110; number 9, H, carries 0.070; number 10, H, carries 0.071; number 11, H, carries 0.079; number 12, H, carries 0.071; number 13, C, carries -0.176; number 14, O, carries -0.119; number 15, H, carries 0.075; number 16, H, carries 0.067; number 17, H, carries 0.073; number 18, H, carries 0.071; number 19, C, carries -0.168; number 20, O, carries -0.122; number 21, H, carries 0.072; number 22, H, carries 0.065; number 23, H, carries 0.077; number 24, H, carries 0.059; number 25, C, carries -0.143; number 26, O, carries -0.150; number 27, H, carries 0.074; number 28, H, carries 0.082; number 29, H, carries 0.093; number 30, H, carries 0.073; number 31, C, carries -0.134; number 32, O, carries -0.148; number 33, H, carries 0.071; number 34, H, carries 0.071; number 35, H, carries 0.076; number 36, H, carries 0.055; number 37, C, carries -0.177; number 38, O, carries -0.131; number 39, H, carries 0.083; number 40, H, carries 0.078; number 41, H, carries 0.073; number 42, H, carries 0.081; number 43, C, carries -0.177; number 44, O, carries -0.134; number 45, H, carries 0.082; number 46, H, carries 0.089; number 47, H, carries 0.085; number 48, H, carries 0.084; number 49, C, carries -0.178; number 50, O, carries -0.118; number 51, H, carries 0.072; number 52, H, carries 0.069; number 53, H, carries 0.074; number 54, H, carries 0.070; number 55, C, carries -0.157; number 56, O, carries -0.135; number 57, H, carries 0.071; number 58, H, carries 0.078; number 59, H, carries 0.072; number 60, H, carries 0.048; number 61, C, carries -0.080; number 62, O, carries -0.230; number 63, P, carries 0.425; number 64, O, carries -0.281; number 65, O, carries -0.243; number 66, C, carries -0.054; number 67, O, carries -0.213; number 68, C, carries -0.117; number 69, H, carries 0.086; number 70, H, carries 0.085; number 71, H, carries 0.095; number 72, H, carries 0.090; number 73, H, carries 0.089; number 74, H, carries 0.090; number 75, H, carries 0.089; number 76, H, carries 0.090; number 77, H, carries 0.096; number 78, C, carries -0.132; number 79, O, carries -0.211; number 80, P, carries 0.477; number 81, O, carries -0.259; number 82, O, carries -0.242; number 83, C, carries -0.094; number 84, O, carries -0.237; number 85, C, carries -0.077; number 86, H, carries 0.093; number 87, H, carries 0.093; number 88, H, carries 0.085; number 89, H, carries 0.090; number 90, H, carries 0.092; number 91, H, carries 0.084; number 92, H, carries 0.087; number 93, H, carries 0.089; number 94, H, carries 0.088

***

No. 5
This record from OMol25 describes an isolated molecule of C4H8O2. The level of theory is ωB97M-V with the def2-TZVPD basis set.

Calculated values
SMILES = O[C@H]1CCOC1
Spin multiplicity = 1
ΔE to the lowest compared entry with this formula, charge and spin = 113.47 kJ/mol
HOMO energy = -9.81 eV
Total charge = 0

```
14
C4H8O2 | OMol25 | ωB97M-V with the def2-TZVPD basis set
O 0.96684 -0.96141 -1.52679
C 0.51451 0.20256 -0.86306
C -0.99110 0.13498 -0.51734
C -0.99962 -0.11660 1.00409
O 0.32715 -0.50121 1.33699
C 1.14624 0.32347 0.52513
H 0.87664 -1.68809 -0.89417
H 0.76262 1.03957 -1.52045
H -1.44430 -0.68601 -1.07979
H -1.52082 1.05459 -0.78186
H -1.67368 -0.91383 1.32549
H -1.26256 0.80402 1.54838
H 1.12826 1.36486 0.88843
H 2.16982 -0.05693 0.55493
```

Population analysis type Löwdin, resulting atomic charges in e: number 1, O, carries -0.029; number 2, C, carries -0.354; number 3, C, carries -0.097; number 4, C, carries -0.197; number 5, O, carries -0.137; number 6, C, carries -0.161; number 7, H, carries 0.098; number 8, H, carries 0.146; number 9, H, carries 0.116; number 10, H, carries 0.112; number 11, H, carries 0.121; number 12, H, carries 0.119; number 13, H, carries 0.130; number 14, H, carries 0.133

***

No. 6
This record from OMol25 describes C7H5O5S2 as an isolated structure in a non-equilibrium geometry. The level of theory is ωB97M-V with the def2-TZVPD basis set.

Calculated values
Spin multiplicity = 1
ΔE to the lowest compared entry with this formula, charge and spin = 162.21 kJ/mol
HOMO energy (alpha / beta) = -5.34 / -5.34 eV
Total charge = -1

```
19
C7H5O5S2 | OMol25 | ωB97M-V with the def2-TZVPD basis set
C -2.84029 -0.37568 -0.16447
C -2.26579 0.84325 -0.52049
C -2.01922 -1.32842 0.39841
C -0.95950 1.19804 -0.19169
C -0.70645 -0.93310 0.86247
C -0.18083 0.32955 0.61571
C 1.09121 0.60398 1.26964
O 1.64458 -2.09982 -1.43143
O 3.43361 1.61586 0.92149
O 1.82332 2.62240 -0.55594
O 3.52451 -1.84128 0.07037
O 2.56170 0.35359 -1.00892
S 2.26992 1.40129 0.12693
S 2.20247 -1.34329 -0.30452
H -3.88860 -0.59622 -0.15738
H -2.78130 1.47121 -1.20148
H -2.47919 -2.25162 0.79421
H -0.45567 2.04774 -0.66062
H 0.02555 -1.71747 1.13772
```

Population analysis type Löwdin, resulting atomic charges in e: number 1, C, carries -0.115; number 2, C, carries -0.090; number 3, C, carries -0.067; number 4, C, carries -0.020; number 5, C, carries -0.072; number 6, C, carries -0.383; number 7, C, carries 0.057; number 8, O, carries -0.416; number 9, O, carries -0.326; number 10, O, carries -0.342; number 11, O, carries -0.426; number 12, O, carries -0.458; number 13, S, carries 0.457; number 14, S, carries 0.723; number 15, H, carries 0.089; number 16, H, carries 0.084; number 17, H, carries 0.103; number 18, H, carries 0.102; number 19, H, carries 0.099